No. 1
One molecule with the formula C3H3NO3, computed with the ωB97M-V functional and the def2-TZVPD basis.

Each line ends with the natural charge from an NBO analysis.
Cartesian coordinates (Å):
1 H 1.34630 -1.20693 -1.63962  0.360
2 N 1.59872 -0.91368 -0.69120  -0.568
3 C 0.71118 -0.15668 -0.22477  0.436
4 C 0.81746 0.50889 1.13239  0.365
5 O 0.07883 1.41349 1.42639  -0.475
6 O -0.38331 0.27752 -0.95129  -0.520
7 C -1.59409 0.05715 -0.36715  0.657
8 O -1.78087 -0.71690 0.52474  -0.547
9 H 1.60599 0.14526 1.81133  0.152
10 H -2.35066 0.67242 -0.86617  0.140

Results
- relative energy (zero: lowest compared OMol25 entry of this formula, charge and spin) (eV) = 1.536
- net charge = 0
- SMILES string = [H]/N=C(/C=O)OC=O
- E (eV) = -10791.16443
- max |F| (Eh/bohr) = 0.01106
- Kohn-Sham gap (eV) = 10.45

No. 2
One molecule with the formula C22H22ClN3O3, computed with the ωB97M-V functional and the def2-TZVPD basis.

Each line ends with the natural charge from an NBO analysis.
Cartesian coordinates (Å):
1 C -6.84341 -0.71923 1.08794  -0.714
2 C -5.60119 -1.02206 0.28120  0.694
3 O -4.92643 -2.00930 0.50657  -0.641
4 N -5.29355 -0.16689 -0.73088  -0.448
5 C -5.98658 1.07726 -0.97917  -0.217
6 C -5.46968 2.21664 -0.09117  -0.417
7 C -4.04322 2.63240 -0.45023  -0.217
8 N -3.12075 1.51574 -0.45812  -0.445
9 C -2.40087 1.25630 0.66371  0.680
10 O -2.51170 1.92603 1.67143  -0.611
11 C -1.40913 0.13419 0.56142  -0.126
12 C -1.77757 -1.17335 0.89617  -0.206
13 C -0.86773 -2.21169 0.87267  -0.200
14 C 0.43752 -1.91118 0.51132  0.063
15 N 1.56511 -2.69414 0.39374  -0.459
16 C 2.50198 -1.88723 0.03485  0.534
17 C 3.92311 -2.26028 -0.22144  -0.484
18 C 4.74051 -1.04799 -0.57032  -0.019
19 C 4.91458 -0.66676 -1.89406  -0.206
20 C 5.63623 0.47204 -2.20616  -0.188
21 C 6.19251 1.24737 -1.20427  -0.236
22 C 6.01399 0.86527 0.11536  -0.047
23 Cl 6.70282 1.82120 1.38094  0.008
24 C 5.29402 -0.27198 0.43897  -0.176
25 O 2.12516 -0.59074 -0.11631  -0.430
26 C 0.80071 -0.58754 0.18870  0.290
27 C -0.10419 0.45413 0.20851  -0.246
28 C -3.11610 0.67829 -1.62999  -0.229
29 C -4.14700 -0.47101 -1.56152  -0.242
30 H -6.94051 -1.49187 1.84607  0.247
31 H -6.78275 0.24897 1.57599  0.227
32 H -7.72516 -0.74147 0.45052  0.226
33 H -7.05738 0.94239 -0.81178  0.213
34 H -5.84582 1.33690 -2.03226  0.200
35 H -5.47846 1.89869 0.95153  0.214
36 H -6.12682 3.08135 -0.19241  0.214
37 H -4.02213 3.10479 -1.43751  0.188
38 H -3.67953 3.34440 0.29468  0.244
39 H -2.79877 -1.37877 1.17817  0.248
40 H -1.15509 -3.21783 1.12758  0.231
41 H 4.31034 -2.75108 0.67442  0.250
42 H 3.94304 -2.99192 -1.03281  0.248
43 H 4.48285 -1.26389 -2.68378  0.212
44 H 5.76789 0.76082 -3.23801  0.218
45 H 6.75645 2.13595 -1.43955  0.229
46 H 5.16363 -0.54995 1.47372  0.217
47 H 0.18784 1.46455 -0.03002  0.230
48 H -2.12211 0.24602 -1.76675  0.233
49 H -3.32827 1.31798 -2.49207  0.196
50 H -4.48373 -0.70836 -2.57809  0.192
51 H -3.68818 -1.36273 -1.12944  0.256

Results
- relative energy (zero: lowest compared OMol25 entry of this formula, charge and spin) (eV) = 0.489
- net charge = 0
- SMILES string = CC(=O)N1CCCN(C(=O)c2ccc3nc(Cc4cccc(Cl)c4)oc3c2)CC1
- E (eV) = -46307.77439
- max |F| (Eh/bohr) = 0.02460
- Kohn-Sham gap (eV) = 9.36

No. 3
One molecule with the formula C3H4N4O, computed with the ωB97M-V functional and the def2-TZVPD basis.

Each line ends with the natural charge from an NBO analysis.
Cartesian coordinates (Å):
1 N -1.40682 0.86557 1.84842  -0.685
2 N -0.56638 1.31071 0.91549  -0.269
3 C -0.06966 0.53304 0.11680  0.543
4 N 0.98721 0.95092 -0.65134  -0.433
5 C 1.51567 0.13671 -1.43664  0.267
6 N 0.82722 -1.11621 -1.74421  -0.507
7 C -0.08528 -1.58548 -0.97416  0.421
8 O -0.19319 -0.86876 0.28943  -0.555
9 H -0.89284 0.01024 2.47012  0.399
10 H -1.90664 1.92991 2.21129  0.405
11 H 2.62438 0.16506 -1.93330  0.212
12 H -0.83367 -2.33171 -1.11191  0.204

Results
- relative energy (zero: lowest compared OMol25 entry of this formula, charge and spin) (eV) = 4.903
- net charge = 0
- SMILES string = N/N=c1/ncnco1
- E (eV) = -11179.06576
- max |F| (Eh/bohr) = 0.11317
- Kohn-Sham gap (eV) = 8.24

No. 4
One molecule with the formula C19H30N4O5S, computed with the ωB97M-V functional and the def2-TZVPD basis.

Each line ends with the natural charge from an NBO analysis.
Cartesian coordinates (Å):
1 C 2.55749 2.98095 -1.60075  -0.638
2 C 1.31543 2.41629 -0.98199  0.040
3 C 1.18228 2.28744 0.38985  -0.241
4 C 0.03157 1.76137 0.96847  0.040
5 C -0.05130 1.68648 2.45662  -0.649
6 C -1.00360 1.34522 0.13124  -0.284
7 S -2.48444 0.70799 0.94336  2.306
8 O -2.10393 -0.11892 2.05592  -0.954
9 O -3.34983 1.82547 1.19835  -0.936
10 N -3.30361 -0.32039 -0.14176  -0.707
11 C -4.69896 -0.00708 -0.41706  -0.242
12 C -5.18092 -1.33190 -0.99622  -0.074
13 O -4.45958 -2.31047 -0.27078  -0.511
14 C -3.25963 -1.73638 0.18755  0.247
15 C -2.03766 -2.40816 -0.45630  -0.249
16 N -0.81317 -1.93999 0.13230  -0.597
17 C 0.20103 -1.43079 -0.57154  0.592
18 O 0.25624 -1.33598 -1.78744  -0.640
19 C 1.37408 -1.01817 0.31984  0.595
20 O 1.32917 -1.11229 1.53327  -0.636
21 N 2.41048 -0.57901 -0.39974  -0.586
22 C 3.67869 -0.19486 0.16236  -0.239
23 C 4.78010 -1.19166 -0.22093  -0.220
24 N 6.10230 -0.63522 0.00360  -0.435
25 C 6.40212 -0.49129 1.41463  -0.417
26 C 7.12207 -1.42146 -0.66144  -0.408
27 C -0.92893 1.53267 -1.24683  0.028
28 C -2.07211 1.25310 -2.16648  -0.634
29 C 0.24356 2.04780 -1.78222  -0.230
30 H 2.32298 3.89812 -2.13930  0.228
31 H 3.30461 3.20761 -0.84488  0.217
32 H 2.97990 2.27799 -2.31695  0.220
33 H 1.98543 2.60877 1.03665  0.212
34 H -1.04137 1.96760 2.80473  0.229
35 H 0.13678 0.66344 2.78114  0.262
36 H 0.69381 2.33837 2.90732  0.212
37 H -5.23148 0.25087 0.50516  0.207
38 H -4.77617 0.82285 -1.11611  0.217
39 H -4.93909 -1.40077 -2.06519  0.170
40 H -6.24486 -1.51523 -0.84597  0.202
41 H -3.19952 -1.88063 1.27951  0.190
42 H -2.14142 -3.48969 -0.31448  0.208
43 H -1.99568 -2.19027 -1.52674  0.229
44 H -0.75206 -1.85817 1.14236  0.443
45 H 2.28237 -0.58488 -1.40429  0.425
46 H 3.53431 -0.16058 1.24346  0.228
47 H 3.96192 0.79565 -0.20195  0.203
48 H 4.68785 -1.40240 -1.29059  0.193
49 H 4.62675 -2.13871 0.32575  0.171
50 H 5.69107 0.19191 1.87222  0.199
51 H 7.40016 -0.06955 1.52081  0.202
52 H 6.36744 -1.45076 1.95314  0.165
53 H 8.08882 -0.94292 -0.51422  0.200
54 H 6.91248 -1.45464 -1.72956  0.199
55 H 7.18093 -2.45338 -0.28236  0.163
56 H -1.85094 1.63424 -3.16076  0.218
57 H -2.96931 1.73878 -1.79180  0.214
58 H -2.25806 0.18523 -2.23780  0.240
59 H 0.31508 2.17834 -2.85194  0.210

Results
- net charge = 0
- SMILES string = Cc1cc(C)c(S(=O)(=O)N2CCO[C@H]2CNC(=O)C(=O)NCCN(C)C)c(C)c1
- E (eV) = -47223.32289
- max |F| (Eh/bohr) = 0.02728
- Kohn-Sham gap (eV) = 9.56

Question: Kohn-Sham gap of number 1 (C3H3NO3)?
Answer: 10.45 eV